{
  "formula": "C75H170N10O15",
  "method": "wB97M-V/def2-TZVPD",
  "symbols": ["C", "C", "C", "C", "C", "C", "C", "C", "C", "N", "O", "H", "H", "H", "H", "H", "H", "H", "H", "H", "H", "H", "H", "H", "H", "H", "H", "H", "H", "H", "C", "C", "C", "C", "C", "C", "C", "C", "C", "N", "O", "H", "H", "H", "H", "H", "H", "H", "H", "H", "H", "H", "H", "H", "H", "H", "H", "H", "H", "H", "C", "C", "C", "C", "C", "C", "C", "C", "C", "N", "O", "H", "H", "H", "H", "H", "H", "H", "H", "H", "H", "H", "H", "H", "H", "H", "H", "H", "H", "H", "C", "C", "C", "C", "C", "C", "C", "C", "C", "N", "O", "H", "H", "H", "H", "H", "H", "H", "H", "H", "H", "H", "H", "H", "H", "H", "H", "H", "H", "H", "C", "C", "C", "C", "C", "C", "C", "C", "C", "N", "O", "H", "H", "H", "H", "H", "H", "H", "H", "H", "H", "H", "H", "H", "H", "H", "H", "H", "H", "H", "C", "O", "C", "C", "N", "C", "C", "O", "C", "H", "H", "H", "H", "H", "H", "H", "H", "H", "H", "H", "H", "H", "H", "H", "C", "O", "C", "C", "N", "C", "C", "O", "C", "H", "H", "H", "H", "H", "H", "H", "H", "H", "H", "H", "H", "H", "H", "H", "C", "O", "C", "C", "N", "C", "C", "O", "C", "H", "H", "H", "H", "H", "H", "H", "H", "H", "H", "H", "H", "H", "H", "H", "C", "O", "C", "C", "N", "C", "C", "O", "C", "H", "H", "H", "H", "H", "H", "H", "H", "H", "H", "H", "H", "H", "H", "H", "C", "O", "C", "C", "N", "C", "C", "O", "C", "H", "H", "H", "H", "H", "H", "H", "H", "H", "H", "H", "H", "H", "H", "H"],
  "coordinates": [[-8.228, 2.188, 2.719], [-6.838, 1.590, 2.494], [-6.505, 1.654, 0.979], [-5.827, 2.442, 3.289], [-4.383, 1.882, 3.177], [-4.420, 0.477, 3.851], [-5.446, -0.476, 3.256], [-4.931, -1.026, 1.877], [-5.527, -1.708, 4.176], [-6.775, 0.201, 3.119], [-7.729, -0.752, 2.601], [-8.392, 2.283, 3.815], [-8.370, 3.149, 2.212], [-8.987, 1.479, 2.431], [-5.471, 1.411, 0.781], [-7.177, 1.065, 0.375], [-6.613, 2.754, 0.672], [-5.978, 3.479, 2.971], [-6.071, 2.342, 4.343], [-3.970, 1.890, 2.160], [-3.702, 2.535, 3.713], [-4.708, 0.639, 4.908], [-3.405, 0.066, 3.960], [-5.621, -0.789, 1.076], [-4.766, -2.103, 1.948], [-3.992, -0.559, 1.555], [-4.508, -2.041, 4.421], [-6.075, -2.526, 3.757], [-5.935, -1.425, 5.155], [-8.401, -0.752, 3.321], [3.939, -5.223, -1.715], [3.954, -5.631, -0.232], [5.390, -5.816, 0.231], [3.154, -4.625, 0.666], [2.881, -5.097, 2.043], [2.104, -6.315, 1.952], [2.783, -7.457, 1.197], [3.909, -8.066, 2.041], [1.740, -8.561, 0.932], [3.135, -6.950, -0.198], [3.930, -7.968, -0.851], [4.445, -4.265, -1.838], [4.419, -5.919, -2.417], [2.905, -5.164, -2.056], [5.866, -6.633, -0.275], [6.015, -4.926, -0.043], [5.502, -6.034, 1.292], [3.578, -3.610, 0.565], [2.208, -4.651, 0.113], [3.800, -5.198, 2.637], [2.363, -4.294, 2.589], [1.216, -5.999, 1.370], [1.796, -6.560, 2.996], [4.688, -8.589, 1.487], [3.474, -8.730, 2.780], [4.367, -7.286, 2.647], [2.134, -9.412, 0.375], [0.885, -8.119, 0.404], [1.379, -8.873, 1.902], [3.324, -8.190, -1.578], [-0.264, 3.918, -3.054], [-1.768, 3.763, -3.305], [-2.363, 5.206, -3.165], [-2.122, 3.183, -4.688], [-3.613, 2.812, -4.797], [-3.947, 1.770, -3.742], [-3.672, 2.227, -2.334], [-4.717, 3.178, -1.770], [-3.753, 0.977, -1.423], [-2.241, 2.790, -2.243], [-1.951, 3.347, -0.967], [0.213, 2.940, -3.150], [0.229, 4.521, -3.806], [-0.071, 4.352, -2.051], [-3.298, 5.280, -3.729], [-2.503, 5.374, -2.100], [-1.680, 5.974, -3.545], [-1.827, 3.923, -5.449], [-1.463, 2.321, -4.876], [-4.221, 3.701, -4.607], [-3.860, 2.398, -5.797], [-3.371, 0.846, -3.958], [-4.983, 1.466, -3.766], [-5.651, 2.666, -1.514], [-4.910, 4.001, -2.464], [-4.269, 3.582, -0.851], [-2.967, 0.246, -1.685], [-4.723, 0.546, -1.607], [-3.646, 1.287, -0.386], [-1.391, 2.673, -0.597], [1.717, 0.572, 10.244], [0.892, 1.425, 9.311], [-0.623, 1.293, 9.601], [1.299, 2.883, 9.426], [0.754, 3.735, 8.302], [1.330, 3.094, 7.011], [0.778, 1.689, 6.700], [-0.730, 1.560, 6.438], [1.567, 1.131, 5.521], [1.256, 0.896, 7.911], [0.858, -0.464, 7.799], [1.359, -0.429, 10.042], [2.752, 0.633, 9.927], [1.659, 0.850, 11.311], [-0.852, 1.151, 10.659], [-1.181, 2.162, 9.289], [-1.022, 0.453, 9.057], [0.911, 3.173, 10.426], [2.386, 2.912, 9.480], [-0.348, 3.737, 8.331], [1.009, 4.789, 8.396], [2.438, 3.071, 7.026], [1.048, 3.737, 6.145], [-0.901, 1.578, 5.359], [-1.258, 2.422, 6.838], [-1.115, 0.602, 6.840], [1.215, 0.114, 5.395], [2.629, 1.266, 5.633], [1.269, 1.645, 4.594], [1.714, -0.884, 7.830], [0.923, 2.228, 1.183], [1.450, 1.151, 0.171], [2.083, 1.844, -1.029], [2.534, 0.244, 0.758], [2.045, -0.748, 1.826], [0.903, -1.615, 1.265], [-0.272, -0.792, 0.686], [-1.067, -1.767, -0.188], [-1.105, -0.150, 1.811], [0.357, 0.227, -0.265], [-0.689, 1.080, -0.763], [1.750, 2.905, 1.467], [0.143, 2.761, 0.654], [0.665, 1.822, 2.161], [1.303, 2.420, -1.529], [2.934, 2.484, -0.710], [2.462, 1.135, -1.745], [2.940, -0.290, -0.107], [3.294, 0.966, 1.127], [2.830, -1.415, 2.145], [1.722, -0.182, 2.707], [0.491, -2.244, 2.082], [1.286, -2.247, 0.453], [-0.552, -2.071, -1.071], [-1.963, -1.252, -0.536], [-1.429, -2.603, 0.392], [-1.523, 0.744, 1.278], [-0.544, 0.143, 2.690], [-1.902, -0.784, 2.157], [-1.026, 0.756, -1.615], [-1.829, -2.645, -10.078], [-2.420, -1.845, -9.069], [-1.586, -1.140, -8.141], [-2.457, -0.865, -6.945], [-2.652, -2.137, -6.223], [-3.450, -1.907, -5.042], [-3.895, -3.182, -4.360], [-4.635, -3.077, -3.185], [-3.813, -2.793, -2.070], [-2.545, -2.959, -10.837], [-1.333, -3.495, -9.590], [-1.048, -2.056, -10.557], [-1.178, -0.255, -8.609], [-0.742, -1.708, -7.811], [-3.390, -0.397, -7.216], [-1.954, -0.160, -6.246], [-3.091, -2.810, -6.856], [-4.396, -1.342, -5.162], [-2.873, -1.406, -4.287], [-3.020, -3.766, -4.199], [-4.450, -3.755, -5.094], [-4.400, -2.274, -1.293], [-2.997, -2.163, -2.376], [-3.296, -3.731, -1.699], [-1.499, -2.799, 6.456], [-1.555, -2.881, 5.047], [-0.588, -3.632, 4.306], [-1.244, -4.121, 3.045], [-2.207, -5.122, 3.357], [-3.015, -5.694, 2.310], [-2.289, -6.439, 1.243], [-1.937, -5.696, 0.146], [-1.745, -6.409, -1.063], [-0.921, -1.932, 6.824], [-1.199, -3.713, 6.942], [-2.548, -2.624, 6.695], [-0.220, -4.512, 4.877], [0.293, -2.970, 4.174], [-0.631, -4.580, 2.295], [-1.653, -3.133, 2.660], [-2.936, -4.605, 3.857], [-3.638, -5.009, 1.732], [-3.698, -6.336, 2.878], [-3.007, -7.239, 0.978], [-1.530, -7.032, 1.756], [-2.610, -7.127, -1.136], [-0.795, -6.936, -1.061], [-1.820, -5.681, -1.916], [-0.039, -0.280, -3.591], [-0.643, -1.558, -3.384], [0.353, -2.569, -3.196], [0.756, -3.190, -4.494], [-0.356, -3.905, -5.060], [-0.061, -4.606, -6.300], [-1.154, -5.562, -6.649], [-0.840, -6.571, -7.554], [-0.783, -6.244, -8.940], [0.616, -0.294, -4.441], [0.568, 0.006, -2.731], [-0.806, 0.486, -3.612], [-0.131, -3.352, -2.606], [1.157, -2.173, -2.558], [1.551, -3.913, -4.290], [1.273, -2.371, -5.028], [-1.077, -3.209, -5.297], [0.866, -5.149, -6.092], [0.143, -3.918, -7.120], [-1.994, -4.939, -7.103], [-1.466, -6.094, -5.726], [-0.277, -7.065, -9.399], [-0.143, -5.385, -9.162], [-1.820, -6.157, -9.340], [5.562, 1.451, -3.150], [5.534, 2.834, -2.781], [4.431, 3.473, -3.461], [4.424, 4.993, -3.221], [5.691, 5.588, -3.728], [5.772, 7.053, -3.517], [7.104, 7.557, -4.098], [8.211, 6.955, -3.478], [9.393, 7.001, -4.298], [5.903, 1.273, -4.178], [4.560, 0.973, -3.059], [6.248, 1.002, -2.441], [3.453, 3.043, -3.274], [4.546, 3.404, -4.531], [4.235, 5.138, -2.159], [3.524, 5.462, -3.708], [6.415, 5.213, -3.122], [5.687, 7.282, -2.449], [4.990, 7.554, -4.090], [7.198, 8.640, -4.095], [7.111, 7.275, -5.166], [9.656, 8.022, -4.592], [9.205, 6.491, -5.247], [10.209, 6.502, -3.747], [5.643, 9.917, 0.456], [4.962, 8.870, 1.097], [5.546, 7.612, 0.800], [4.468, 6.487, 0.911], [3.478, 6.623, -0.142], [2.468, 5.558, -0.056], [1.621, 5.508, 1.214], [2.381, 4.887, 2.186], [1.671, 4.518, 3.339], [6.690, 9.796, 0.710], [5.277, 10.892, 0.770], [5.486, 9.728, -0.592], [6.401, 7.403, 1.467], [5.885, 7.614, -0.236], [4.012, 6.520, 1.917], [4.944, 5.515, 0.790], [2.980, 7.521, 0.013], [2.874, 4.541, -0.261], [1.757, 5.760, -0.857], [0.753, 4.856, 1.025], [1.371, 6.552, 1.435], [1.603, 5.360, 4.055], [2.149, 3.628, 3.776], [0.690, 4.233, 2.992]],
  "atomic_forces_ev_per_a": [[0.03, -0.55, 1.30], [0.30, -0.84, -0.34], [-0.07, 1.98, 0.52], [0.53, -0.79, -0.59], [-0.60, -0.16, 0.27], [0.10, 1.43, 0.68], [0.23, -0.84, -1.43], [0.24, 0.48, 0.05], [0.34, 1.02, 1.08], [0.35, 0.54, 0.94], [-0.09, 0.88, 0.53], [0.18, 0.33, -0.57], [0.10, -0.28, 0.14], [-0.36, -0.13, -0.61], [0.03, -0.26, -0.10], [-0.20, -0.30, -0.16], [0.03, -1.45, 0.30], [0.37, -0.06, 0.06], [-0.31, 0.28, 0.17], [-0.34, -0.32, 0.02], [0.13, 0.07, 0.38], [-0.07, 0.13, -0.29], [-0.37, -0.33, -0.59], [-0.33, -0.36, -0.05], [-0.05, 0.08, -0.26], [-0.01, -0.06, 0.25], [-0.09, 0.00, -0.41], [-0.42, -0.35, -0.27], [-0.29, -0.05, -0.21], [0.68, -0.13, -0.80], [-0.16, 0.16, 0.06], [-0.29, -1.29, 0.18], [0.76, 0.77, -0.08], [0.48, -0.02, -2.67], [1.78, 2.13, 0.97], [-1.77, -0.86, 0.48], [-0.18, -0.82, -1.05], [0.20, 0.69, 0.27], [-0.24, 0.80, 0.09], [1.01, 1.05, 1.30], [-0.90, 0.32, -0.13], [-0.15, 0.14, -0.03], [0.13, -0.08, 0.64], [-0.09, 0.31, 0.06], [0.06, -0.55, -0.43], [-0.64, -0.49, 0.44], [-0.12, 0.31, 0.07], [-0.01, -0.43, 0.16], [-0.29, 0.63, 0.24], [0.07, -0.21, -0.22], [-0.30, -0.26, -0.13], [-0.10, -0.61, 0.38], [-0.02, -0.62, -0.85], [-0.20, 0.01, -0.15], [-0.13, -0.36, -0.04], [0.35, 0.06, -0.09], [0.07, 0.10, 0.10], [0.20, -0.20, -0.06], [-0.19, -0.44, 0.24], [0.51, -0.11, 0.24], [0.10, -0.59, -0.04], [-0.33, 0.71, 0.67], [-0.09, -0.80, -0.01], [0.42, 0.12, 0.07], [0.32, -0.33, -0.17], [0.76, -0.33, -0.49], [1.04, -0.09, 1.39], [0.41, 0.68, -0.08], [1.01, 0.52, -0.64], [-0.61, -0.29, -1.31], [-1.31, 0.70, -0.59], [0.00, -0.08, 0.31], [-0.13, 0.47, -0.24], [-0.11, -0.34, -0.68], [0.01, 0.21, 0.37], [-0.26, 0.27, -0.01], [-0.02, -0.28, -0.03], [-0.21, -0.07, 0.20], [-0.34, -0.10, 0.04], [-0.03, -0.03, -0.32], [0.17, 0.46, 0.47], [-0.11, 0.41, 0.16], [-0.51, -0.02, -0.18], [0.19, 0.09, -0.20], [-0.16, 0.00, 0.19], [-0.40, 0.08, -0.17], [-0.43, 0.22, 0.13], [-0.38, -0.39, 0.21], [0.01, -0.22, 0.13], [0.56, -0.72, 0.39], [-0.06, -0.08, 0.10], [-0.74, -0.23, -1.19], [0.33, -0.24, 0.15], [-0.33, 0.02, 1.10], [0.30, -0.62, -0.40], [-1.30, 1.30, -0.90], [1.30, -0.50, 1.56], [0.27, 0.03, -0.10], [-1.25, 0.30, -0.56], [-0.12, 1.44, 0.32], [-0.41, 0.32, -0.02], [0.15, -0.44, 0.68], [0.27, -0.01, 0.03], [-0.27, -0.16, -0.52], [0.27, -0.05, 0.02], [-0.11, 0.33, -0.19], [-0.18, -0.44, -0.04], [0.29, 0.18, -0.47], [0.17, 0.28, -0.14], [0.34, -0.20, -0.28], [0.39, 0.00, -0.02], [-0.57, -0.10, 0.20], [0.21, -0.29, 0.34], [-0.09, -0.10, 0.00], [-0.27, -0.17, 0.27], [0.14, 0.68, -0.25], [0.56, -0.46, -0.12], [0.40, -0.39, 0.21], [0.02, 0.08, 0.24], [0.22, -0.52, -0.10], [1.75, -0.57, -0.29], [-0.60, -0.71, 1.32], [-0.49, 0.58, 0.25], [0.15, 0.36, 0.34], [-0.54, 0.49, -0.60], [-0.08, 0.52, 0.39], [1.65, -0.22, 0.07], [-1.16, 1.42, 0.62], [-0.18, 0.95, -1.60], [-0.38, -0.03, -0.46], [0.12, -0.38, 0.29], [-0.30, -0.16, -0.73], [-0.27, 0.27, 0.54], [-0.68, -0.21, -0.34], [0.35, 0.30, 0.03], [-0.64, -0.32, -0.17], [0.17, -0.49, -0.25], [0.23, -0.16, 0.22], [-0.09, -0.73, 0.00], [0.51, -0.10, 0.15], [-0.07, -0.16, 0.01], [0.25, 0.13, -0.63], [0.05, -0.07, 0.25], [0.55, -0.24, -0.16], [-0.19, 0.01, -0.06], [0.12, -0.42, 0.20], [-0.11, -0.54, 1.06], [0.30, 0.15, 0.00], [-0.38, -0.39, -0.07], [0.47, -0.04, 0.30], [1.17, 0.55, 0.94], [-0.79, -0.08, 0.08], [-0.84, -0.05, -0.82], [1.04, -0.26, 0.89], [-0.36, 0.48, -0.22], [-1.43, 0.09, 1.14], [0.27, -0.92, -1.17], [-0.51, 0.54, 0.12], [0.51, -0.84, 0.32], [-0.20, 0.09, 0.41], [-0.18, -0.15, -0.36], [0.19, -0.01, -0.40], [-0.07, 0.56, -0.19], [0.65, -0.85, 0.16], [-0.53, 0.15, -0.35], [-0.10, -0.41, -0.38], [-0.06, 0.32, 0.20], [0.39, 0.24, -0.52], [0.58, 0.69, 0.03], [1.03, -0.72, 0.41], [-0.64, -0.22, 0.00], [0.21, -0.50, -0.26], [0.39, 0.61, 0.01], [-0.84, 0.77, -0.02], [-0.64, 0.77, -0.33], [-0.01, -0.50, -0.87], [1.33, -0.22, 1.52], [-0.33, 1.87, -0.61], [-1.69, 0.90, 1.16], [-0.34, 0.34, -0.41], [-1.09, -2.74, 0.98], [0.68, 1.30, -0.48], [-1.47, 0.08, -0.13], [0.09, -0.44, -0.24], [0.36, -0.47, 0.06], [0.03, 0.06, 0.50], [-0.33, 0.36, 0.05], [-0.29, -0.34, -0.46], [1.13, 0.31, -0.32], [-0.08, -1.09, -0.37], [0.46, -0.37, 0.78], [-0.24, 0.70, 0.22], [0.07, -0.28, -0.55], [0.05, 0.16, -0.55], [1.04, 0.19, -0.35], [0.89, 0.34, -0.29], [0.15, -0.13, -0.16], [0.27, -0.67, 0.86], [-0.12, -0.43, 0.99], [0.41, 0.48, -0.04], [-0.97, -0.29, 0.99], [1.31, 0.06, 0.52], [-0.90, 0.97, -0.68], [1.47, 0.02, 0.68], [-1.83, 0.48, -0.25], [0.78, -0.54, -0.69], [-0.53, 0.13, 0.79], [0.09, 0.28, -0.79], [0.29, -0.28, 0.26], [-0.37, -0.01, -0.68], [-0.11, -0.01, 0.04], [0.22, -0.01, -0.46], [0.10, -0.06, 0.09], [-0.43, -0.26, -0.89], [0.05, -0.26, 0.28], [0.01, -0.25, -0.33], [0.09, 0.18, -0.33], [0.39, -0.72, 0.83], [-0.10, 0.53, -0.49], [0.06, -0.73, -0.42], [-0.36, 0.31, 0.15], [0.70, 0.25, 0.06], [-0.29, 0.24, 0.41], [-1.58, -0.17, -0.86], [0.73, 1.33, -0.60], [-0.17, -0.24, 0.02], [-0.79, 0.26, 0.67], [0.80, -0.52, -0.28], [-0.40, -0.53, -0.85], [0.86, -0.08, -0.02], [-0.65, -0.22, 0.31], [0.07, 0.30, 0.11], [0.48, 0.33, 0.12], [0.09, -0.34, -0.06], [-0.15, -0.33, 0.74], [0.44, -0.51, -0.67], [0.33, 0.41, 0.35], [0.89, -0.51, 0.03], [0.15, -0.23, -0.31], [-0.12, 0.32, -0.05], [-0.18, -0.02, 0.20], [-0.14, 0.38, 0.36], [-0.12, -0.06, 0.14], [0.10, 0.13, 0.42], [0.01, -0.32, 0.06], [-0.43, 0.37, -0.27], [0.19, -0.78, 0.24], [-0.79, -0.45, 0.80], [-0.89, -0.86, 0.02], [0.81, 1.23, 0.57], [-0.74, 0.17, 0.42], [-0.52, 0.00, -0.62], [0.48, -0.21, -1.25], [1.15, -0.25, 1.02], [0.13, 0.21, 0.07], [0.50, 0.48, -0.19], [-0.16, -0.16, 0.04], [0.26, 0.60, -0.85], [-0.19, 0.10, -0.13], [0.25, -0.02, -0.16], [0.34, -0.03, -0.26], [0.18, -0.07, 0.07], [0.49, -0.68, -0.25], [0.12, 0.82, 0.22], [-0.07, -0.06, -0.29], [-0.26, 0.67, -0.06], [-0.45, -0.07, 0.45], [0.01, -0.45, -0.14], [-0.02, 0.49, 0.05], [-0.78, -0.19, 0.41]],
  "mulliken_charge": [-2.055, 2.003, -1.355, -1.762, 0.213, -1.613, 2.173, -0.969, -1.906, 0.154, -0.454, 0.430, 0.339, 0.424, -0.007, 0.428, 0.422, 0.464, 0.492, -0.471, 0.604, 0.574, -0.064, 0.303, 0.223, -0.109, 0.265, 0.493, 0.468, 0.371, -2.365, 2.497, -2.011, -1.214, -0.563, -0.711, 2.032, -1.940, -1.641, 0.251, -0.535, 0.412, 0.462, 0.478, 0.452, 0.372, 0.336, 0.696, 0.163, 0.453, -0.098, -0.350, 0.467, 0.315, 0.459, 0.376, 0.457, 0.003, 0.447, 0.350, -2.276, 1.589, -1.883, -1.158, -0.971, -0.333, 1.520, -1.657, -0.444, 2.100, -0.986, -0.173, 0.859, 0.372, 0.288, 0.312, 0.508, 0.420, 0.244, 0.433, 0.446, -0.515, 0.707, 0.368, 0.345, 0.276, -1.603, 1.589, -0.945, -0.031, -1.996, 1.858, -1.613, -1.376, -0.676, -0.994, 2.231, -1.340, -1.950, -0.118, -0.326, 0.464, 0.433, 0.399, 0.466, 0.341, 0.217, 0.410, 0.378, 0.253, 0.423, 0.486, 0.068, 0.324, 0.324, 0.096, 0.502, 0.508, -0.131, 0.334, -0.422, 1.917, -2.161, -1.986, 0.198, -0.043, 3.585, -0.838, -0.633, 0.332, 4.128, 0.874, -0.160, -0.888, -0.518, 0.537, 0.411, 0.347, 0.482, 0.847, -0.591, -1.345, 0.136, -0.940, -0.517, 0.302, -0.456, -0.189, 0.014, -1.855, -0.518, -0.364, -0.828, -0.051, -0.215, 1.376, -1.002, -0.534, 0.782, 0.259, 0.021, 0.345, 0.509, 0.159, 0.356, -0.045, 0.279, 0.558, -1.629, 0.380, 0.472, 0.144, -0.567, 0.002, -0.862, 0.104, -0.862, 0.936, -0.294, -0.770, -0.886, 0.167, -0.468, 0.158, 0.357, 0.255, 0.590, 0.217, -0.258, -0.632, 0.332, 0.209, 0.567, 0.620, 0.213, 0.527, -0.012, -0.152, -0.396, 1.923, -1.036, -1.585, 0.349, -0.844, 0.070, -0.480, -0.653, 0.660, -0.853, -0.449, 0.287, 0.461, 0.655, 0.240, -0.354, 0.490, 0.166, 0.148, 0.158, 0.339, 0.235, 0.256, -0.559, -0.346, -0.411, -0.321, -0.380, 0.231, -0.805, -0.284, -0.772, 0.305, 0.105, 0.270, 0.140, 0.532, -0.113, 0.375, 0.339, -0.399, 0.412, 0.468, 0.372, 0.304, 0.335, 0.225, -0.688, -0.356, -0.222, -0.274, -0.117, -0.372, -0.217, -0.359, -0.979, 0.308, 0.246, 0.263, 0.380, -0.096, 0.215, 0.272, 0.382, -0.373, 0.384, 0.249, 0.438, 0.388, 0.301, 0.378],
  "total_charge": 0,
  "multiplicity": 1,
  "e_tot_ha": -4635.2723,
  "smiles": "CC1(C)CCCC(C)(C)N1O.CC1(C)CCCC(C)(C)N1O.CC1(C)CCCC(C)(C)N1O.CC1(C)CCCC(C)(C)N1O.CC1(C)CCCC(C)(C)N1O.COCCNCCOC.COCCNCCOC.COCCNCCOC.COCCNCCOC.COCCNCCOC",
  "homo_lumo_gap_ev": 8.7,
  "relative_energy_kcal_mol": 26.0,
  "e_lumo_ev": 0.451
}